[1]
C48H51N9O | wB97M-V/def2-TZVPD

The SMILES is c1ccncc1.c1ccncc1.c1ccncc1.c1ccncc1.c1ccncc1.c1ccncc1.c1ccncc1.c1ccncc1.c1ccncc1.CC(C)=O. For the molecular weight, the calculation gives 770.0 g/mol. As for the highest occupied orbital energy: -9.158 eV. Its electronic energy is -2427.65372 hartree.

Last column: Mulliken charge in e.
Positions of all 109 atoms, in Å:
N 9.5827 -9.9616 -19.2568  0.348
C 8.5858 -10.7535 -18.8955  -0.419
C 8.5833 -12.1449 -19.0723  -0.508
C 9.5801 -12.7028 -19.8400  -0.450
C 10.5943 -11.8709 -20.3244  -0.266
C 10.5629 -10.5369 -19.9723  -0.315
H 7.7530 -10.3373 -18.3366  0.322
H 7.7867 -12.7533 -18.6678  0.435
H 9.6471 -13.7686 -20.0215  0.440
H 11.4122 -12.3097 -20.8808  0.074
H 11.4189 -9.9158 -20.2107  0.461
N 14.0620 -9.8716 -17.8745  0.062
C 14.7062 -9.9242 -19.0456  -1.294
C 14.4129 -9.0495 -20.0704  0.086
C 13.3830 -8.1306 -19.9128  1.498
C 12.7363 -8.0415 -18.6920  -0.163
C 13.0995 -8.9633 -17.7240  -0.581
H 15.4877 -10.6654 -19.1604  0.621
H 14.8599 -9.1828 -21.0492  0.455
H 13.1767 -7.3700 -20.6559  -1.826
H 11.9320 -7.3355 -18.5391  0.621
H 12.6147 -9.0432 -16.7558  0.322
N 12.4930 -14.4318 -22.3638  -0.614
C 12.4311 -13.5158 -23.3398  -0.287
C 13.2438 -12.3930 -23.3753  -0.402
C 14.1526 -12.1964 -22.3451  0.033
C 14.2121 -13.1173 -21.3202  -0.205
C 13.3507 -14.2119 -21.3677  -0.455
H 11.7609 -13.7290 -24.1622  0.362
H 13.2243 -11.7269 -24.2276  0.398
H 14.7357 -11.2843 -22.3368  0.361
H 14.9575 -13.0074 -20.5440  0.376
H 13.3648 -14.9790 -20.6039  0.401
N 16.7648 -11.5200 -13.0569  -0.579
C 16.5349 -10.3753 -13.7085  -0.272
C 15.4239 -10.1313 -14.4806  -0.464
C 14.4840 -11.1244 -14.6127  0.410
C 14.6749 -12.3458 -13.9659  -0.361
C 15.8214 -12.4581 -13.1941  -0.301
H 17.3364 -9.6469 -13.6424  0.370
H 15.2691 -9.2055 -15.0196  0.318
H 13.6320 -10.9297 -15.2526  0.106
H 14.0118 -13.1944 -14.0412  0.359
H 15.9600 -13.4279 -12.7246  0.328
N 14.7137 -3.5753 -22.8140  -0.649
C 15.2828 -4.6620 -22.2910  -0.428
C 14.6319 -5.8993 -22.2088  -0.098
C 13.3188 -5.9917 -22.6356  -0.292
C 12.7676 -4.8834 -23.2527  -0.367
C 13.4844 -3.7023 -23.3143  -0.364
H 16.2886 -4.5809 -21.9043  0.401
H 15.0929 -6.7522 -21.7278  0.306
H 12.7921 -6.9353 -22.5637  0.847
H 11.7789 -4.8876 -23.6959  0.367
H 13.0480 -2.8297 -23.7851  0.363
N 10.2987 -7.5223 -16.4137  0.408
C 10.9199 -7.1623 -15.2994  0.016
C 10.2755 -7.0886 -14.0736  -1.225
C 8.9229 -7.3762 -14.0311  -0.264
C 8.2529 -7.6569 -15.2121  -0.854
C 8.9757 -7.7140 -16.3950  -0.269
H 11.9867 -6.9707 -15.3670  0.427
H 10.7909 -6.7747 -13.1758  0.455
H 8.3639 -7.2812 -13.1088  0.397
H 7.1886 -7.8388 -15.2898  0.420
H 8.5426 -7.9419 -17.3608  0.442
N 17.3096 -5.9542 -19.8470  -0.112
C 18.6432 -5.8668 -19.8458  -0.130
C 19.4432 -6.6150 -18.9993  -0.569
C 18.8444 -7.4859 -18.1019  -0.409
C 17.4649 -7.5656 -18.0914  -0.763
C 16.7283 -6.7502 -18.9574  -0.109
H 19.0986 -5.1729 -20.5397  0.389
H 20.5178 -6.5229 -19.0873  0.356
H 19.4249 -8.1036 -17.4299  0.433
H 16.9302 -8.2040 -17.3990  0.453
H 15.6508 -6.8254 -19.0052  0.527
N 8.7405 -4.6615 -21.8743  -0.642
C 8.3105 -5.9159 -22.0312  -0.530
C 8.9624 -7.0197 -21.4958  -0.428
C 10.1489 -6.8150 -20.8084  -0.149
C 10.6266 -5.5231 -20.6984  0.698
C 9.8734 -4.4718 -21.1880  -0.497
H 7.3950 -6.0509 -22.5928  0.385
H 8.5905 -8.0293 -21.6130  0.442
H 10.7015 -7.6506 -20.3981  -0.272
H 11.5899 -5.3390 -20.2360  0.442
H 10.1788 -3.4434 -21.0474  0.491
N 12.0920 -2.7963 -19.8972  -0.566
C 11.1106 -2.8653 -18.9828  -0.615
C 11.1206 -3.8055 -17.9757  -0.335
C 12.2165 -4.6456 -17.8464  0.214
C 13.2912 -4.4602 -18.7028  -0.266
C 13.1943 -3.5275 -19.7270  -0.769
H 10.3894 -2.0692 -19.1147  0.433
H 10.3145 -3.8795 -17.2552  0.469
H 12.3478 -5.3152 -17.0087  0.414
H 14.2349 -4.9538 -18.4990  0.533
H 13.9596 -3.3941 -20.4815  0.574
C 11.3243 -12.6670 -16.5786  -0.150
C 10.1055 -12.0963 -15.8906  0.676
O 9.0258 -12.6435 -15.9200  -0.605
C 10.2924 -10.8779 -15.0004  -0.383
H 11.7091 -13.4763 -15.9607  0.368
H 12.1018 -11.8991 -16.6579  -0.247
H 11.1552 -12.9327 -17.6213  -0.029
H 11.1019 -11.0191 -14.2810  0.364
H 9.3625 -10.7004 -14.4690  0.391
H 10.5362 -10.0322 -15.6502  -0.321

***

[2]
C48H52BN12OS3SeSn | wB97M-V/def2-TZVPD

For the molecular weight, the calculation gives 1117.7 g/mol. As for the highest occupied orbital energy: -9.125 eV. Its electronic energy is -6427.74757 hartree. Its net charge is +1.

Last column: Mulliken charge in e.
Positions of all 119 atoms, in Å:
Sn -2.4005 0.4786 0.3849  1.363
C 0.4491 3.9590 1.1866  -1.883
C 1.2152 2.9313 0.4271  0.293
C 2.0702 3.2518 -0.5706  -0.781
C 2.7366 2.2368 -1.3058  -0.369
N 2.4678 0.9812 -1.0975  -0.222
N 1.5847 0.6575 -0.1270  0.896
B 1.1633 -0.8078 -0.1623  -1.698
N 0.2742 -1.2056 -1.3576  -0.351
N 1.5539 -1.6012 -1.4432  0.271
C 2.0441 -2.3648 -2.3725  0.356
C 1.1507 -2.6317 -3.4451  -0.914
C -0.1314 -2.1769 -3.4440  0.354
C -1.0455 -2.4468 -4.5886  -2.003
C -0.6576 -1.4531 -2.2920  1.227
S -2.2724 -1.0448 -2.1873  -0.567
C 3.4300 -2.9533 -2.2002  1.988
C 4.4420 -1.8376 -1.9531  -0.950
C 3.3820 -3.8777 -0.9732  -1.432
C 3.8302 -3.7654 -3.4308  -2.429
N 1.3088 -1.5938 1.1093  0.692
N 2.5691 -1.3668 1.5499  0.088
C 2.9302 -1.8589 2.6912  -0.102
C 2.0065 -2.6199 3.4678  -0.679
C 0.7602 -2.8843 3.0089  0.146
C -0.2284 -3.6751 3.7956  -1.880
C 0.3707 -2.3592 1.7186  1.264
S -1.1274 -2.6445 1.0336  -0.275
C 4.3469 -1.5205 3.1415  2.108
C 4.3712 -0.0355 3.5266  -1.481
C 5.3178 -1.7616 1.9815  -1.407
C 4.7750 -2.3676 4.3393  -2.209
C 1.0117 1.5392 0.7214  0.852
S 0.0512 1.0369 2.0209  -0.320
C 3.7447 2.5414 -2.4111  2.655
C 3.9007 4.0460 -2.6304  -2.306
C 5.1103 1.9708 -2.0123  -1.529
C 3.2553 1.8945 -3.7130  -1.512
H 0.6573 4.9538 0.7985  0.425
H 0.6980 3.9221 2.2472  0.364
H -0.6178 3.7463 1.1012  0.181
H 2.2199 4.2888 -0.8311  0.582
H 1.5034 -3.2147 -4.2828  0.623
H -0.4981 -2.8608 -5.4323  0.426
H -1.5548 -1.5306 -4.8866  0.369
H -1.8262 -3.1461 -4.2850  0.356
H 4.1262 -1.2082 -1.1231  -0.398
H 4.5637 -1.2070 -2.8346  0.358
H 5.4096 -2.2781 -1.7104  0.540
H 3.1584 -3.3154 -0.0670  0.194
H 4.3547 -4.3526 -0.8475  0.495
H 2.6325 -4.6602 -1.0945  0.356
H 3.8632 -3.1516 -4.3323  0.475
H 3.1589 -4.6076 -3.6025  0.445
H 4.8296 -4.1692 -3.2730  0.430
H 2.3052 -2.9920 4.4371  0.478
H 0.2059 -4.0072 4.7360  0.381
H -0.5689 -4.5381 3.2224  0.375
H -1.1169 -3.0736 3.9938  0.295
H 4.0314 0.5800 2.6935  0.161
H 5.3861 0.2643 3.7908  0.425
H 3.7239 0.1624 4.3820  0.375
H 5.0604 -1.1433 1.1226  0.085
H 5.3057 -2.8069 1.6677  0.306
H 6.3319 -1.5136 2.2959  0.524
H 4.1882 -2.1441 5.2305  0.393
H 5.8172 -2.1540 4.5771  0.419
H 4.6954 -3.4357 4.1302  0.463
H 4.2228 4.5592 -1.7236  0.420
H 2.9772 4.5069 -2.9843  0.426
H 4.6632 4.2168 -3.3905  0.429
H 5.5135 2.4998 -1.1472  0.392
H 5.8139 2.0886 -2.8366  0.454
H 5.0431 0.9168 -1.7624  0.093
H 2.3723 2.4100 -4.0960  0.165
H 2.9959 0.8468 -3.5556  0.084
H 4.0347 1.9484 -4.4735  0.529
O -1.0821 1.6234 -0.9304  0.274
C -1.2738 2.2772 -2.0431  -0.289
C -0.2758 2.2551 -3.0421  0.891
C -0.4237 2.9395 -4.2253  -0.908
C -1.5797 3.6818 -4.4798  -1.369
C -2.5663 3.7160 -3.5200  -0.851
C -2.4350 3.0358 -2.3041  0.147
C -3.4914 3.1246 -1.3045  0.041
N -3.7321 2.2959 -0.2952  0.873
C -4.8489 2.7675 0.3630  -0.547
C -5.2855 3.8940 -0.2465  -0.887
N -4.4195 4.1079 -1.2940  -0.066
H 0.6116 1.6661 -2.8401  0.267
H 0.3596 2.8930 -4.9721  0.497
H -1.7070 4.2067 -5.4146  0.400
H -3.4771 4.2622 -3.7368  0.461
H -5.2465 2.2697 1.2281  0.354
H -6.1072 4.5527 -0.0367  0.438
H -4.4468 4.8832 -1.9339  0.209
Se -9.4829 -1.1195 4.8684  0.267
N -7.8668 -0.5167 5.3239  -0.870
C -7.1431 -0.4980 4.2354  1.152
C -5.7575 -0.0383 4.1910  0.442
C -5.0955 0.3980 5.3382  -0.683
C -3.8025 0.8527 5.2291  -1.001
C -3.2154 0.8738 3.9652  -0.377
N -3.8281 0.4548 2.8716  0.345
C -5.0786 -0.0144 2.9700  -0.485
C -5.7301 -0.5192 1.7374  -0.670
N -5.0078 -0.5517 0.6081  0.281
C -5.5786 -0.9997 -0.4973  -0.269
C -6.8962 -1.4478 -0.5585  -1.014
C -7.6418 -1.4290 0.5963  -0.654
C -7.0556 -0.9597 1.7707  0.544
C -7.7916 -0.9369 3.0330  0.981
N -9.0398 -1.3075 3.1509  -0.862
H -5.6144 0.3721 6.2866  0.529
H -3.2497 1.1989 6.0903  0.472
H -2.2087 1.2550 3.8321  0.470
H -4.9572 -1.0131 -1.3851  0.306
H -7.3047 -1.8063 -1.4915  0.480
H -8.6680 -1.7707 0.6208  0.534

***

Summary of HOMO-LUMO gap in Ha
0.348 0.239
(order as listed above)
Summary of energy relative to the best compared isomer or geometry (same formula, charge and spin) in kJ/mol
16.0 92.3
(order as listed above)